DFT (ωB97M-V/def2-TZVPD) results for 11 unconnected molecules or ions with the total composition C19H33Cl8N7O10 in a non-equilibrium geometry.

XYZ file:
```
77
Properties=species:S:1:pos:R:3:forces:R:3:lowdin_charge:R:1
Cl 1.717 2.115 -2.520 0.022 -0.149 0.033 0.56
Cl 1.433 2.309 3.125 -0.060 -0.054 0.023 0.56
Cl -3.519 3.964 3.368 0.113 0.129 -0.105 0.50
Cl -2.461 4.262 0.656 -0.125 0.181 -0.115 0.54
Cl -1.329 -1.717 -6.342 0.160 0.040 0.111 0.49
Cl 2.932 4.770 -2.785 0.136 -0.224 -0.178 0.53
Cl -2.775 0.344 -4.922 -0.271 0.449 0.063 0.58
Cl 3.844 0.637 3.031 -0.188 -0.084 0.182 0.58
O 2.846 3.877 0.222 -0.918 -0.006 -0.020 0.01
O 2.570 -4.114 3.764 0.088 -0.008 0.146 0.06
O 3.021 -2.691 -0.678 -0.364 0.085 0.018 0.06
O 4.517 2.629 -0.269 0.233 -0.772 -0.523 0.04
O -5.496 2.968 -3.895 -0.209 0.367 -0.340 0.07
O -5.681 1.841 -2.077 -0.328 -0.063 0.342 0.06
O 0.207 -0.792 -0.031 0.158 -0.347 0.339 0.04
O -1.197 0.086 -1.383 -0.412 0.131 -0.311 0.06
O 4.495 -2.115 0.777 -0.197 -0.238 0.338 0.06
O 2.591 -4.814 1.722 0.037 -0.122 0.108 0.08
N 3.594 -1.868 0.000 0.933 0.217 -0.268 -0.43
N -5.049 2.468 -2.895 0.685 -0.930 0.267 -0.46
N -2.140 0.368 3.064 0.068 0.559 0.159 0.06
N -1.308 -4.904 -3.623 0.171 -0.568 -0.185 0.05
N -0.443 0.144 -0.442 -0.093 0.223 -0.077 -0.42
N 3.925 3.401 0.443 0.644 0.830 0.649 -0.45
N 2.226 -4.068 2.601 -0.145 -0.008 -0.131 -0.44
C 3.307 -0.428 -0.174 -0.153 0.819 -0.842 -0.01
C -1.736 -1.039 -4.744 0.233 -0.968 -0.260 -1.04
C -0.130 -4.465 -3.185 -0.211 -0.066 0.447 -0.15
C -2.680 -2.279 2.430 0.307 -0.213 -0.010 -0.09
C -2.261 -4.373 -1.485 0.442 0.286 -0.706 -0.07
C -1.071 -3.757 -1.120 -0.253 -0.381 0.614 -0.09
C -3.576 2.600 -2.655 -0.261 0.829 -0.191 0.00
C 0.034 -3.863 -1.945 0.259 0.214 -0.410 -0.06
C -3.186 -1.256 1.653 -0.217 0.400 0.095 -0.06
C -2.876 0.061 2.001 -0.286 -0.821 -0.016 -0.16
C -2.329 -4.907 -2.777 -0.245 0.387 0.486 -0.16
C -1.889 -1.965 3.526 -0.645 0.089 -0.051 -0.08
C 2.621 1.400 4.067 0.333 0.337 0.008 -0.97
C -0.223 1.444 0.237 0.877 -0.231 0.274 -0.02
C 1.242 -3.023 2.232 0.123 0.500 -1.192 0.03
C -2.569 4.987 2.267 -0.072 -0.509 0.368 -0.99
C 2.951 3.083 -3.338 -0.210 0.230 -0.276 -0.98
C -1.694 -0.621 3.828 0.194 -0.944 -0.020 -0.15
C 4.670 3.917 1.636 -0.282 -0.373 0.015 0.04
H -3.261 -5.325 -3.139 -0.002 -0.038 -0.075 0.10
H 1.332 -2.826 1.165 0.151 -0.254 0.006 0.06
H -0.375 1.291 1.302 -0.374 0.013 -0.043 0.04
H 2.915 -0.221 -1.167 -0.181 -0.440 0.007 0.07
H 5.321 4.690 1.241 0.104 0.026 0.149 0.11
H 3.133 2.123 4.691 0.002 -0.109 0.095 0.02
H 0.848 1.602 0.111 -0.058 0.327 -0.060 0.05
H -3.313 0.864 1.418 0.218 0.233 0.060 0.10
H -1.557 5.032 2.649 -0.024 0.167 0.076 0.02
H -3.054 5.953 2.226 0.076 0.048 -0.217 0.03
H -3.166 2.827 -3.632 0.294 0.065 0.157 0.07
H 2.581 -0.091 0.557 0.026 -0.204 0.231 0.05
H 2.121 0.650 4.667 -0.025 -0.091 -0.125 0.03
H 1.018 -3.476 -1.704 -0.215 0.022 0.285 0.08
H -3.128 1.728 -2.196 -0.339 -0.239 -0.050 0.06
H -0.798 2.250 -0.192 -0.192 -0.166 -0.115 0.05
H 3.933 2.652 -3.190 -0.032 0.025 0.287 0.03
H 3.943 4.302 2.341 -0.012 0.149 -0.073 0.08
H 5.216 3.081 2.061 0.175 0.091 -0.098 0.07
H -1.560 -2.759 4.183 0.230 0.146 0.062 0.11
H -0.816 -0.790 -4.227 -0.042 0.192 -0.037 0.02
H -3.887 -1.451 0.852 0.180 0.000 -0.151 0.11
H 0.237 -3.412 2.364 0.045 0.079 0.542 0.09
H 1.482 -2.095 2.739 -0.296 -0.213 0.503 0.09
H 4.238 0.123 -0.093 0.028 -0.168 0.362 0.08
H -2.889 -3.319 2.207 -0.100 0.045 -0.062 0.11
H -2.262 -1.830 -4.219 -0.034 0.133 0.116 0.02
H -3.505 3.453 -1.982 0.191 0.044 -0.069 0.07
H -1.027 -3.279 -0.148 0.238 0.107 -0.088 0.08
H -1.169 -0.414 4.755 0.084 0.537 -0.143 0.10
H 2.688 3.066 -4.389 0.064 0.120 -0.007 0.02
H -3.107 -4.369 -0.812 -0.119 -0.080 -0.095 0.09
H 0.741 -4.647 -3.804 -0.132 0.214 -0.288 0.11
```
Forces are in eV/Å.

## Properties
SMILES string: C[N+](=O)[O-].C[N+](=O)[O-].C[N+](=O)[O-].C[N+](=O)[O-].C[N+](=O)[O-].c1ccncc1.c1ccncc1.ClCCl.ClCCl.ClCCl.ClCCl

DFT (ωB97M-V/def2-TZVPD) results for 12 unconnected molecules or ions with the total composition C16H39N14O24 in a non-equilibrium geometry.

XYZ file:
```
93
Properties=species:S:1:pos:R:3:forces:R:3:lowdin_charge:R:1
O -5.647 -0.753 -4.226 1.925 -0.288 -0.705 0.08
O -3.990 5.523 1.075 -0.308 -0.938 1.075 0.00
O -3.246 3.494 -4.762 0.207 0.535 -1.107 0.01
O -3.200 4.415 -6.763 0.110 -0.978 1.554 0.05
O 5.324 -2.292 1.182 -0.394 -1.640 -0.391 0.05
O -0.890 0.206 -6.811 -0.768 0.154 -1.601 0.06
O 1.042 -2.646 1.329 -1.179 1.528 0.185 0.06
O 1.050 3.809 0.132 -0.206 1.250 -3.663 -0.02
O -0.009 -0.846 7.407 -1.418 1.135 -0.900 0.07
O -5.449 2.783 7.781 0.924 0.075 1.452 0.04
O 5.360 -4.300 0.276 -0.449 1.513 1.213 0.04
O -4.677 3.563 9.692 -0.259 -1.012 -1.414 0.05
O -0.598 2.457 0.213 2.514 1.053 2.072 0.01
O -0.589 -1.440 2.188 1.354 -0.433 -1.082 0.06
O -4.036 4.602 3.076 -0.051 0.241 -2.240 0.09
O 0.218 2.639 4.739 1.144 0.236 0.841 0.01
O -2.204 0.731 -8.499 1.661 -1.263 0.268 0.03
O -3.846 -0.496 -5.468 -1.010 -1.008 1.155 0.02
O 2.003 1.997 5.859 -1.661 0.962 -0.662 0.08
O -1.748 0.453 7.027 1.348 -0.852 -0.314 0.03
O 6.375 -8.067 0.152 1.636 -0.341 -0.450 0.05
O 8.176 -7.810 -1.090 -1.097 -0.602 1.248 0.06
O 4.629 -6.972 -4.117 -0.635 0.691 1.505 0.04
O 3.291 -6.178 -2.557 1.206 -0.472 -0.857 0.04
N -0.776 -0.221 6.665 0.394 -0.422 0.929 -0.40
N -3.335 3.455 -5.995 -0.320 0.332 -0.349 -0.41
N 1.056 2.761 5.640 0.671 -0.729 -0.130 -0.41
N -4.751 2.710 8.799 -0.575 0.855 0.079 -0.43
N 7.528 -8.355 -0.189 -0.229 0.662 -0.465 -0.41
N 0.325 -1.640 1.379 -0.212 -0.889 0.840 -0.40
N 0.528 3.404 -3.714 -3.267 4.059 0.860 0.07
N 0.351 2.902 0.837 -3.469 -2.068 -1.173 0.04
N -1.288 0.087 -7.975 -0.160 0.339 0.618 -0.39
N -4.125 4.563 1.844 0.112 0.452 1.327 -0.40
N 4.938 -3.462 1.082 0.710 0.360 -0.554 -0.41
N 4.403 -6.488 -3.001 -0.544 -0.086 -0.561 -0.42
N -4.494 -1.041 -4.567 -0.826 0.638 -0.259 -0.40
N 0.917 3.322 -2.411 -1.159 1.762 3.371 0.04
C -0.605 -0.923 -8.828 0.246 -0.277 0.010 0.05
C 0.906 3.935 6.542 0.131 0.154 0.312 0.05
C -3.927 1.482 8.961 0.208 -0.060 0.137 0.03
C -1.342 6.136 -0.153 -0.708 -1.440 -0.410 -0.06
C -0.500 4.420 -4.066 -0.078 0.558 3.030 0.02
C 5.578 -6.261 -2.118 -0.054 0.037 0.221 0.03
C 3.868 -3.908 2.015 -0.192 0.042 0.244 0.04
C -0.508 -0.281 5.202 0.109 -0.254 -0.224 0.02
C -0.727 5.240 -1.405 1.012 -1.037 -2.659 -0.01
C -3.829 -2.144 -3.821 0.310 -0.188 0.003 0.05
C -3.631 2.135 -6.616 -0.112 0.231 0.567 0.03
C 0.455 4.076 -1.187 -2.474 2.050 -4.088 -0.03
C 0.588 -0.577 0.372 -0.150 0.287 -0.103 0.04
C -1.254 5.446 -2.980 4.223 -3.761 2.119 0.13
C -4.421 3.243 1.223 -0.130 -0.326 0.113 0.05
C 8.192 -9.458 0.557 0.311 -0.195 0.010 0.05
H 4.267 -4.738 2.602 -0.077 0.068 -0.228 0.11
H 0.371 -0.905 5.030 -0.250 0.124 0.198 0.10
H -4.514 2.495 2.013 0.047 0.298 -0.118 0.10
H 6.057 -7.228 -1.951 -0.153 0.429 -0.289 0.06
H -1.358 -1.647 -9.148 0.087 0.241 -0.047 0.11
H -3.367 1.553 9.896 -0.211 0.088 -0.225 0.10
H -2.802 1.892 -7.283 -0.580 0.436 0.363 0.05
H -1.389 -0.716 4.724 0.110 0.158 0.125 0.10
H -0.332 0.739 4.857 -0.209 -0.348 0.063 0.05
H 0.973 4.834 5.925 -0.157 -0.197 0.073 0.10
H 3.594 -3.073 2.664 0.155 -0.171 -0.250 0.09
H -2.051 6.248 -3.284 1.691 -1.818 0.624 0.14
H -0.859 4.546 -5.197 1.194 -0.710 2.732 0.13
H 1.617 -0.238 0.512 -0.091 -0.212 -0.070 0.11
H -3.784 -1.850 -2.770 -0.174 -0.104 -0.186 0.10
H -5.359 3.341 0.672 0.245 0.045 -0.005 0.11
H 3.014 -4.223 1.411 0.251 -0.051 0.111 0.09
H 0.446 -1.017 -0.617 0.171 -0.016 0.185 0.11
H -4.433 -3.044 -3.957 0.023 0.222 0.135 0.11
H -0.173 -0.396 -9.681 -0.228 -0.086 0.096 0.11
H 8.238 -9.164 1.608 -0.154 -0.089 -0.193 0.10
H 1.680 2.603 -2.208 -1.352 1.217 -0.679 0.19
H -1.275 7.292 -0.320 0.276 -2.364 0.195 0.11
H -3.724 1.387 -5.826 0.033 0.620 -0.330 0.06
H -2.825 -2.288 -4.225 -0.290 0.126 0.013 0.10
H -4.607 0.629 8.983 0.121 0.171 -0.149 0.11
H 5.233 -5.834 -1.174 0.039 -0.271 -0.444 0.06
H -3.592 3.000 0.556 -0.194 0.123 0.008 0.09
H -0.069 3.856 7.026 0.105 0.057 -0.213 0.11
H -2.504 5.864 -0.115 2.621 0.594 -0.217 0.08
H 9.197 -9.602 0.153 -0.297 0.139 0.022 0.10
H -3.247 1.427 8.108 -0.358 -0.042 0.233 0.06
H -4.569 2.233 -7.166 0.223 0.088 -0.031 0.12
H 0.175 -1.412 -8.241 -0.249 0.211 -0.054 0.10
H 1.707 3.915 7.283 -0.175 -0.118 -0.262 0.10
H -0.912 5.773 0.890 -0.642 0.964 -2.387 0.11
H 7.589 -10.358 0.421 0.018 0.224 0.125 0.10
H 6.248 -5.569 -2.632 -0.071 -0.245 -0.006 0.11
H -0.114 0.244 0.534 0.128 -0.437 0.088 0.06
```
Forces are in eV/Å.

## Properties
Net charge: +1

DFT (ωB97M-V/def2-TZVPD) results for C4H7N3O in the gas phase in a non-equilibrium geometry.

XYZ file:
```
15
Properties=species:S:1:pos:R:3:forces:R:3:lowdin_charge:R:1
O -3.080 -0.525 -0.167 1.484 1.445 1.709 -0.03
N 0.756 -1.614 -0.086 -2.873 -1.835 0.586 0.01
N -0.003 1.132 0.141 -0.320 -4.605 2.377 -0.02
N -0.913 0.035 -0.163 -0.496 0.761 1.397 -0.07
C -2.185 0.241 0.278 -3.329 -2.785 -3.208 -0.26
C -0.499 -1.342 -0.187 1.022 0.973 0.617 -0.10
C 1.260 0.760 -0.405 1.504 1.852 0.522 -0.19
C 1.691 -0.620 0.316 1.817 1.098 -2.154 -0.20
H 1.819 1.728 -0.141 0.283 -1.799 -0.527 0.13
H 2.748 -1.063 0.057 -1.845 1.408 0.129 0.13
H -2.532 1.108 0.811 0.741 0.738 0.613 0.13
H 1.722 -0.487 1.401 -0.371 0.097 -0.124 0.11
H -1.463 -1.999 -0.146 2.364 0.822 -0.684 0.16
H 1.115 0.739 -1.504 0.892 -0.728 0.337 0.12
H -0.437 1.907 -0.205 -0.873 2.558 -1.590 0.08
```
Forces are in eV/Å.

## Properties
ΔE to the lowest compared entry with this formula, charge and spin: 79.5 kcal per mole
SMILES string: O=CN1C=NCCN1

The calculation returns the following LUMO values, one per record and in order: -0.24; -5.47; 0.70 eV.
The calculation returns the following HOMO level values, one per record and in order: -9.469; -11.963; -8.816 eV.